(1)
{"formula": "C59H75N4", "method": "ωB97M-V/def2-TZVPD", "symbols": ["C", "C", "C", "C", "C", "C", "C", "C", "C", "C", "C", "N", "C", "C", "C", "C", "C", "C", "C", "C", "C", "C", "C", "C", "N", "N", "C", "C", "C", "C", "C", "C", "C", "C", "C", "C", "C", "C", "C", "C", "C", "C", "C", "C", "C", "H", "H", "H", "H", "H", "H", "H", "H", "H", "H", "H", "H", "H", "H", "H", "H", "H", "H", "H", "H", "H", "H", "H", "H", "H", "H", "H", "H", "H", "H", "H", "H", "H", "H", "H", "H", "H", "H", "H", "H", "H", "H", "H", "H", "H", "H", "H", "H", "H", "H", "H", "H", "H", "H", "H", "H", "H", "H", "H", "C", "C", "N", "C", "C", "C", "C", "C", "C", "C", "C", "C", "C", "C", "C", "C", "C", "C", "H", "H", "H", "H", "H", "H", "H", "H", "H", "H", "H", "H", "H", "H", "H", "H"], "positions_angstrom": [[-5.9979, -0.1186, -1.1101], [-5.7188, 0.6879, 0.1634], [-6.4766, 2.0163, 0.1316], [-4.2238, 0.8450, 0.3914], [-3.5201, 1.9744, -0.0341], [-2.1316, 2.0332, 0.0484], [-1.3453, 3.1712, -0.6042], [-2.1036, 4.4959, -0.6242], [-0.8286, 2.7866, -1.9875], [-1.4358, 0.9796, 0.7031], [0.0117, 1.0631, 0.8842], [0.5930, 1.9575, 1.7837], [-0.0236, 3.1480, 2.3566], [0.4644, 4.4224, 2.0083], [1.7071, 4.6112, 1.1435], [2.9537, 4.5874, 2.0146], [1.6349, 5.8413, 0.2432], [-0.2156, 5.5534, 2.4812], [-1.4333, 5.4286, 3.1392], [-1.9233, 4.1670, 3.4601], [-1.1570, 3.0278, 3.1980], [-1.4604, 1.7187, 3.9113], [-2.9085, 1.6243, 4.3899], [-0.4665, 1.4318, 5.0351], [1.9325, 1.8142, 1.7736], [2.2002, 0.8049, 0.9011], [3.5831, 0.6125, 0.5091], [4.0853, 1.3222, -0.5984], [3.2245, 2.3164, -1.3860], [2.7362, 1.7269, -2.7027], [3.9458, 3.6457, -1.6279], [5.4093, 1.1155, -0.9867], [6.2515, 0.3196, -0.2170], [5.7730, -0.2654, 0.9533], [4.4400, -0.1287, 1.3341], [3.9902, -0.7313, 2.6683], [2.7346, -1.6021, 2.5935], [3.8552, 0.3479, 3.7472], [1.0176, 0.3415, 0.2809], [0.9024, -0.6508, -0.7236], [-2.1615, -0.1276, 1.2405], [-1.4811, -1.1953, 2.1050], [-0.9854, -2.3385, 1.2423], [-2.3773, -1.7524, 3.2112], [-3.5268, -0.2061, 0.9845], [-5.4427, -1.0628, -1.1096], [-7.0654, -0.3465, -1.1946], [-5.7001, 0.4527, -1.9982], [-6.0963, 0.0990, 1.0112], [-6.2012, 2.6462, 0.9832], [-6.2716, 2.5617, -0.7959], [-7.5533, 1.8271, 0.1819], [-4.0622, 2.8100, -0.4806], [-0.4643, 3.3355, 0.0332], [-2.4991, 4.7214, 0.3745], [-1.4309, 5.3133, -0.9153], [-2.9327, 4.4586, -1.3449], [-0.3521, 1.7977, -1.9648], [-1.6624, 2.7503, -2.7053], [-0.0916, 3.5223, -2.3416], [1.7628, 3.7360, 0.4821], [3.0585, 3.5762, 2.4229], [3.8501, 4.8269, 1.4315], [2.8554, 5.3033, 2.8426], [0.7004, 5.8461, -0.3336], [1.6988, 6.7686, 0.8289], [2.4691, 5.8313, -0.4691], [0.1946, 6.5494, 2.3025], [-1.9974, 6.3160, 3.4281], [-2.8848, 4.0777, 3.9684], [-1.3166, 0.9440, 3.1546], [-3.5998, 1.7777, 3.5500], [-3.1111, 0.6394, 4.8254], [-3.1096, 2.3786, 5.1630], [0.5667, 1.5133, 4.6718], [-0.6019, 2.1581, 5.8489], [-0.6181, 0.4175, 5.4295], [2.3539, 2.5186, -0.7459], [2.4149, 0.6881, -2.5722], [1.8878, 2.3069, -3.0863], [3.5426, 1.7554, -3.4481], [4.3840, 4.0348, -0.6984], [4.7528, 3.5215, -2.3637], [3.2406, 4.3939, -2.0153], [5.7778, 1.5988, -1.8948], [7.2873, 0.1681, -0.5229], [6.4464, -0.8491, 1.5863], [4.8186, -1.3869, 2.9718], [2.7135, -2.2001, 1.6756], [2.7134, -2.2900, 3.4482], [1.8270, -0.9887, 2.6457], [4.8080, 0.8725, 3.8861], [3.1044, 1.0894, 3.4463], [3.5516, -0.0945, 4.7041], [1.7293, -1.3298, -0.8972], [0.1272, -0.4505, -1.4622], [-0.5948, -0.7486, 2.5839], [-0.2424, -1.9866, 0.5217], [-0.5233, -3.1355, 1.8392], [-1.8124, -2.7671, 0.6650], [-2.8723, -0.9541, 3.7743], [-3.1463, -2.4120, 2.7902], [-1.7698, -2.3387, 3.9128], [-4.0776, -1.1026, 1.2843], [-2.5638, -3.4356, -3.6805], [-1.1830, -3.7641, -4.0562], [-0.9077, -4.4822, -5.1683], [-1.9145, -4.9976, -6.0867], [0.4520, -4.7957, -5.2292], [1.0673, -4.2459, -4.0816], [2.4015, -4.5413, -3.8258], [3.1042, -5.3368, -4.7437], [2.4697, -5.8796, -5.8765], [1.1043, -5.6492, -6.1104], [0.0242, -3.6021, -3.2875], [0.1001, -3.2966, -1.9042], [-0.0559, -4.4479, -1.0007], [1.0115, -5.3198, -0.6719], [0.7894, -6.4839, 0.0623], [-0.4979, -6.8210, 0.5018], [-1.5699, -5.9795, 0.1844], [-1.3561, -4.8275, -0.5658], [-2.5301, -2.6532, -2.9145], [-3.1443, -3.0747, -4.5405], [-3.0905, -4.3060, -3.2517], [-1.4077, -5.3480, -6.9878], [-2.4662, -5.8430, -5.6466], [-2.6226, -4.2025, -6.3476], [2.8595, -4.1395, -2.9240], [4.1601, -5.5507, -4.5697], [3.0432, -6.4927, -6.5720], [0.5517, -6.1071, -6.9314], [-0.0951, -2.3066, -1.5499], [2.0135, -5.0668, -1.0250], [1.6267, -7.1410, 0.3023], [-0.6645, -7.7245, 1.0923], [-2.5792, -6.2175, 0.5252], [-2.2073, -4.2034, -0.8565]], "forces_ev_per_angstrom": [[0.1, 0.0, -0.1], [0.0, 0.0, 0.2], [0.0, -0.1, 0.1], [0.0, 0.0, -0.3], [-0.1, -0.1, -0.1], [0.4, -0.4, 0.0], [0.2, 0.0, 0.7], [-0.1, 0.0, 0.0], [-0.2, -0.2, -0.2], [-1.4, -0.1, -0.1], [-0.4, 1.4, 1.2], [1.9, -1.0, -1.4], [-0.4, 0.6, 0.7], [0.2, 0.0, -0.2], [-0.3, -0.3, -0.2], [0.2, 0.0, 0.3], [-0.1, 0.2, 0.0], [-0.1, -0.1, 0.0], [0.1, 0.0, -0.1], [0.4, 0.0, 0.1], [0.2, -0.2, 0.1], [-0.3, -0.4, -0.8], [0.0, 0.1, 0.0], [0.1, 0.3, 0.1], [-1.4, -0.8, -0.4], [-1.6, 1.3, 0.3], [0.6, 0.4, 0.1], [-0.4, 0.1, -0.4], [-0.1, -0.3, 0.6], [-0.1, -0.2, -0.3], [0.1, 0.0, 0.2], [0.0, -0.1, 0.2], [-0.1, 0.0, 0.0], [0.1, 0.0, -0.2], [-0.4, -0.2, 0.3], [0.4, -0.2, -0.1], [-0.1, 0.0, 0.1], [0.0, 0.2, 0.0], [1.3, -0.9, -0.1], [0.6, 0.7, 0.2], [0.5, 0.4, -0.2], [0.1, 0.1, -0.2], [0.1, -0.4, -0.3], [-0.1, 0.1, 0.1], [0.1, 0.0, 0.1], [-0.1, 0.1, 0.0], [0.1, 0.0, 0.0], [0.0, -0.1, 0.1], [0.0, 0.1, -0.1], [-0.1, 0.0, -0.1], [-0.1, 0.0, 0.1], [0.1, 0.1, -0.1], [0.2, -0.3, 0.1], [-0.3, 0.0, -0.3], [0.0, 0.0, -0.2], [-0.2, -0.2, 0.0], [0.2, 0.1, 0.2], [0.0, 0.2, -0.1], [0.2, 0.0, 0.1], [-0.2, -0.2, 0.1], [0.0, 0.3, 0.1], [0.2, 0.5, 0.1], [-0.1, 0.0, 0.1], [0.1, -0.1, -0.2], [0.2, 0.1, 0.1], [0.0, -0.2, -0.2], [-0.2, 0.1, 0.2], [-0.2, -0.4, -0.1], [0.2, -0.2, -0.1], [0.5, 0.0, 0.0], [-0.1, 0.1, 0.3], [0.1, 0.0, 0.2], [0.1, 0.3, 0.0], [0.0, -0.2, -0.1], [-0.2, 0.0, 0.1], [0.1, -0.2, -0.1], [0.0, 0.3, -0.1], [0.1, -0.1, -0.4], [0.0, 0.2, -0.1], [0.2, -0.1, 0.0], [-0.2, -0.1, 0.1], [-0.1, -0.1, -0.2], [-0.2, 0.1, 0.2], [0.2, -0.2, 0.0], [-0.1, -0.1, 0.4], [-0.3, 0.0, 0.1], [-0.2, 0.2, -0.2], [-0.2, 0.1, -0.1], [-0.1, 0.1, 0.1], [0.0, 0.1, -0.2], [0.1, -0.2, -0.1], [-0.2, -0.1, 0.0], [0.3, -0.2, 0.3], [0.1, 0.0, -0.2], [0.2, 0.5, -0.5], [0.2, -0.3, 0.1], [-0.2, 0.0, -0.1], [-0.1, 0.0, 0.1], [-0.2, 0.1, 0.0], [0.0, 0.1, 0.3], [0.1, -0.3, -0.2], [0.1, 0.1, 0.2], [-0.2, 0.1, -0.2], [0.1, 0.4, 0.1], [-0.5, 0.3, 0.4], [1.6, 0.6, 0.2], [-0.1, 0.0, 0.1], [-0.1, -0.1, 0.0], [0.0, -0.2, 0.4], [-0.8, -1.2, 0.2], [0.4, -0.1, -0.4], [-0.2, 0.3, 0.2], [-0.4, 0.2, 0.2], [0.4, 0.3, 0.0], [0.5, -0.2, -1.7], [-1.9, -0.8, -0.3], [1.2, -1.6, 1.0], [-0.4, 0.4, -0.2], [-0.3, -0.1, 0.2], [0.2, 0.4, -0.1], [0.4, -0.1, -0.1], [0.3, 0.6, -0.5], [-0.2, -0.1, -0.1], [0.2, -0.1, 0.3], [0.2, 0.2, -0.2], [-0.2, 0.2, 0.1], [0.2, 0.3, -0.1], [0.2, -0.3, 0.0], [0.2, -0.1, -0.3], [-0.3, 0.0, -0.1], [-0.2, 0.1, 0.2], [0.4, 0.1, 0.1], [-1.1, 0.3, 0.4], [-0.3, -0.2, 0.2], [-0.2, 0.2, -0.1], [0.1, 0.3, -0.2], [0.3, 0.1, -0.2], [0.3, -0.2, 0.2]], "homo_ev": -8.67, "charge": 1, "lumo_ha": -0.1732, "homo_lumo_gap_ev": 3.96, "total_energy_ev": -68351.788}

***

(2)
{"formula": "C4H5N3O", "method": "ωB97M-V/def2-TZVPD", "symbols": ["C", "C", "C", "C", "H", "H", "H", "H", "H", "N", "N", "N", "O"], "positions_angstrom": [[-0.0421, -2.2229, 1.2322], [0.0165, -0.1567, -0.9894], [0.2785, 1.1440, -1.5083], [0.3400, 1.9172, -0.5084], [0.5951, -3.0083, 0.1901], [-0.2567, -2.7210, 2.3051], [-0.1578, -1.1599, -1.3067], [0.3494, 1.1671, -2.5257], [-0.8310, 1.7105, 1.2366], [-0.7044, -0.8554, 1.4778], [-0.4751, -0.0023, 0.2512], [0.0057, 1.1846, 0.6426], [0.8820, 3.0030, -0.4971]], "forces_ev_per_angstrom": [[-2.8, 3.3, 2.4], [-2.1, 0.6, -0.3], [-1.3, -10.6, -4.9], [2.4, 5.6, 5.3], [-2.2, 3.2, 3.4], [0.7, 0.5, -2.9], [0.5, -0.3, -1.3], [0.8, 1.1, -2.3], [3.1, -1.4, -1.6], [5.3, -6.5, -5.4], [0.0, -1.9, 2.4], [-4.0, 4.3, 4.5], [-0.4, 2.1, 0.9]], "homo_ev": -8.18, "lumo_ha": -0.0381, "homo_lumo_gap_ev": 7.14, "total_energy_ev": -10738.414}

***

(3)
{"formula": "C5H12N5", "method": "ωB97M-V/def2-TZVPD", "symbols": ["C", "C", "C", "C", "C", "N", "N", "N", "N", "N", "H", "H", "H", "H", "H", "H", "H", "H", "H", "H", "H", "H"], "positions_angstrom": [[0.6119, 0.0188, -0.5337], [0.2155, 2.1609, 0.1288], [-0.5825, -0.0818, 0.4465], [-1.7522, -0.5229, -0.4272], [-0.3647, -0.9197, 1.7024], [1.9993, -0.9854, 0.0508], [2.8462, -0.5885, 0.7156], [-0.7387, 1.4350, 0.6809], [1.0686, 1.3609, -0.4330], [0.6536, -0.2724, -1.9340], [0.4595, 3.1456, 0.3057], [-2.8016, -0.4988, -0.0001], [-1.6811, -1.5470, -0.5604], [-1.7988, -0.0568, -1.3551], [-1.2073, -1.0005, 2.3146], [0.3931, -0.4696, 2.3118], [-0.0013, -1.9102, 1.5478], [1.8922, -1.7893, -0.6262], [-1.4304, 1.6248, 1.3999], [1.9027, 1.5868, -1.0708], [0.1285, 0.4713, -2.4183], [0.1874, -1.1610, -2.2459]], "forces_ev_per_angstrom": [[2.2, -1.2, 0.7], [-0.3, -2.9, 1.8], [-0.6, 1.1, -2.2], [-2.1, 0.1, 2.6], [1.1, 1.3, -0.4], [-2.6, 0.9, -2.3], [1.2, 0.0, 1.0], [-0.9, -1.3, 1.0], [2.7, 0.0, -2.5], [-1.7, -0.9, -0.6], [-0.2, 2.3, 0.1], [1.3, 0.6, 0.1], [0.6, -2.2, -0.6], [0.0, 1.0, -1.5], [-1.7, 0.0, 0.7], [0.6, 0.4, 0.4], [0.1, -0.7, -0.8], [0.8, -0.2, 0.6], [0.3, 1.1, -0.4], [-1.8, 0.1, 1.6], [0.5, -0.5, -0.1], [0.7, 1.0, 0.7]], "homo_ev": -11.61, "charge": 1, "lumo_ha": -0.1365, "homo_lumo_gap_ev": 7.90, "total_energy_ev": -12820.406}

***

(4)
{"formula": "C16H28ClN4O4", "method": "ωB97M-V/def2-TZVPD", "symbols": ["Cl", "O", "O", "O", "O", "C", "C", "C", "C", "N", "H", "H", "H", "H", "H", "H", "H", "C", "C", "C", "C", "N", "H", "H", "H", "H", "H", "H", "H", "C", "C", "C", "C", "N", "H", "H", "H", "H", "H", "H", "H", "C", "C", "C", "C", "N", "H", "H", "H", "H", "H", "H", "H"], "positions_angstrom": [[-2.0052, 1.4187, 1.1079], [-3.2644, 1.5489, 1.7927], [-1.1690, 2.5667, 1.3707], [-1.3358, 0.2157, 1.5603], [-2.2331, 1.3141, -0.3224], [-3.8045, -3.7565, 2.1363], [-2.8056, -2.6784, 1.7385], [-1.5740, -3.2321, 1.0218], [-1.7583, -3.2889, -0.4252], [-1.9069, -3.3205, -1.5629], [-3.3293, -4.4921, 2.7912], [-4.2583, -4.2862, 1.2970], [-4.6047, -3.3119, 2.7327], [-2.4874, -2.1889, 2.6620], [-3.2051, -1.8520, 1.1513], [-1.2881, -4.2072, 1.4119], [-0.7477, -2.5228, 1.1496], [1.4113, -1.0885, 2.9652], [1.8452, -0.9076, 1.5227], [2.7199, -2.0903, 1.0635], [3.9172, -2.2626, 1.8913], [4.8395, -2.3953, 2.5641], [0.8303, -0.2585, 3.3611], [2.3274, -1.0856, 3.5669], [0.9037, -2.0400, 3.1365], [2.4513, -0.0023, 1.4639], [1.0655, -0.8254, 0.7659], [3.0550, -1.9367, 0.0359], [2.1504, -3.0223, 1.0913], [0.9121, -1.8394, -3.1572], [0.4020, -0.4414, -3.5094], [0.3202, 0.4789, -2.3018], [1.6350, 0.7852, -1.7465], [2.6775, 1.0240, -1.3311], [0.4056, -2.2338, -2.2751], [1.9836, -1.8297, -2.9373], [0.7613, -2.5356, -3.9817], [-0.5740, -0.5220, -3.9841], [1.1141, -0.0095, -4.2184], [-0.3379, 0.0823, -1.5216], [-0.1493, 1.4347, -2.5557], [-0.8607, 4.5633, -1.4870], [0.0727, 5.1518, -0.4459], [1.3905, 4.4120, -0.3619], [2.1241, 4.4180, -1.6266], [2.6836, 4.4129, -2.6284], [-1.0880, 3.5244, -1.2290], [-0.4119, 4.5698, -2.4831], [-1.8144, 5.0894, -1.5075], [-0.3980, 5.0726, 0.5379], [0.1935, 6.2280, -0.6046], [1.1788, 3.3663, -0.1155], [2.0398, 4.7867, 0.4295]], "forces_ev_per_angstrom": [[-0.2, -0.1, -0.3], [0.0, 0.1, 0.0], [0.1, 0.1, 0.0], [0.2, -0.1, 0.0], [0.1, 0.0, 0.1], [-0.3, 0.2, 0.1], [0.0, 0.1, 0.5], [0.2, 0.8, -0.1], [-0.2, -0.4, 0.0], [0.0, 0.0, -0.1], [0.1, 0.0, -0.1], [0.1, 0.1, -0.1], [-0.1, 0.0, -0.2], [0.2, 0.0, -0.1], [-0.3, -0.2, -0.1], [0.1, -0.1, -0.1], [0.0, -0.2, 0.2], [0.4, 0.2, 0.2], [0.6, -0.2, -0.2], [0.1, 0.2, -0.1], [0.0, -0.1, 0.1], [0.0, 0.0, -0.1], [-0.3, -0.1, -0.3], [-0.1, -0.2, 0.1], [-0.2, 0.1, 0.0], [-0.1, 0.1, -0.2], [-0.4, 0.2, 0.4], [-0.1, 0.0, 0.0], [0.0, 0.0, 0.0], [0.2, 0.0, 0.2], [0.6, -0.4, -0.1], [-0.5, 0.4, 0.2], [-0.2, -0.1, 0.1], [0.2, 0.0, 0.1], [-0.1, -0.1, -0.1], [0.0, 0.1, 0.0], [-0.1, 0.0, 0.0], [-0.1, 0.2, 0.0], [-0.3, 0.1, -0.2], [0.2, -0.1, 0.0], [0.1, 0.0, -0.1], [-0.1, -0.4, 0.0], [-0.6, 0.5, 0.4], [0.2, -0.4, 0.0], [0.1, 0.0, 0.1], [0.0, 0.1, -0.2], [0.0, 0.0, 0.0], [-0.1, 0.1, 0.0], [0.0, 0.1, -0.1], [0.0, -0.1, -0.1], [0.3, -0.1, -0.2], [0.0, 0.0, 0.0], [0.0, 0.1, 0.0]], "homo_ev": -6.89, "charge": -1, "lumo_ha": 0.1005, "homo_lumo_gap_ev": 9.62, "total_energy_ev": -43714.023}

***

Per-record energy relative to the best compared isomer or geometry (same formula, charge and spin), kJ/mol: 165.9; 887.7; 439.5; 197.2